# C27H14Br2Cl4IN3O2S2V

A structure of composition C27H14Br2Cl4IN3O2S2V in a non-equilibrium geometry (ωB97M-V/def2-TZVPD, OMol25).

XYZ file:
```
56
C27H14Br2Cl4IN3O2S2V, DFT ωB97M-V/def2-TZVPD
V -0.588 0.224 -0.073
Br -2.137 -0.960 6.224
C -1.679 -0.533 4.423
C -0.330 -0.314 4.100
C -0.034 -0.030 2.785
N -0.948 0.076 1.813
C -2.264 -0.173 2.141
C -2.645 -0.485 3.460
C -3.154 -0.172 1.027
C -4.560 -0.123 1.102
C -5.270 -0.139 -0.067
Br -7.172 -0.012 -0.011
C -4.625 -0.220 -1.308
C -3.245 -0.195 -1.296
N -2.511 -0.160 -0.185
H 0.452 -0.398 4.839
H 0.992 0.125 2.473
H -3.675 -0.723 3.686
H -5.059 -0.043 2.057
H -5.173 -0.278 -2.235
H -2.697 -0.192 -2.230
S -1.357 2.451 -0.163
C -0.043 3.397 0.482
C -0.237 4.741 0.815
C 0.794 5.514 1.322
C 2.054 4.955 1.507
C 2.265 3.626 1.179
C 1.236 2.830 0.663
S 1.561 1.178 0.211
H -1.222 5.169 0.671
H 0.617 6.553 1.578
H 2.861 5.561 1.905
H 3.236 3.165 1.315
Cl -0.729 -3.803 -5.391
C -0.495 -3.197 -3.787
C -0.260 -4.075 -2.742
Cl -0.181 -5.780 -3.041
C -0.101 -3.583 -1.436
Cl 0.139 -4.684 -0.112
C -0.159 -2.222 -1.156
O -0.056 -1.678 0.017
C -0.337 -1.306 -2.258
O -0.324 -0.052 -1.949
C -0.530 -1.819 -3.542
Cl -0.873 -0.689 -4.814
I 2.799 0.158 -4.062
C 3.699 -0.630 -2.337
C 4.833 -0.020 -1.822
C 5.417 -0.609 -0.715
C 4.848 -1.759 -0.184
C 3.705 -2.266 -0.779
N 3.155 -1.721 -1.861
H 5.223 0.885 -2.261
H 6.294 -0.165 -0.263
H 5.279 -2.252 0.678
H 3.208 -3.149 -0.393
```

Results
**E**: -282430.7192 eV
**Relative energy (zero: lowest compared OMol25 entry of this formula, charge and spin)**: 0.717 eV
**⟨S²⟩**: 3.776
**HOMO energy (alpha / beta)**: -0.58 / -1.62 eV
**Spin multiplicity**: 4
**Gap between HOMO and LUMO (alpha / beta)**: 4.42 / 5.46 eV
**Charge**: -2

Table of natural (NBO) atomic charges, one value per atom, all in e: number 1, V, carries 1.008; number 2, Br, carries -0.010; number 3, C, carries -0.051; number 4, C, carries -0.374; number 5, C, carries 0.120; number 6, N, carries -0.511; number 7, C, carries 0.129; number 8, C, carries -0.263; number 9, C, carries 0.147; number 10, C, carries -0.273; number 11, C, carries -0.037; number 12, Br, carries -0.004; number 13, C, carries -0.372; number 14, C, carries 0.113; number 15, N, carries -0.504; number 16, H, carries 0.217; number 17, H, carries 0.235; number 18, H, carries 0.216; number 19, H, carries 0.217; number 20, H, carries 0.222; number 21, H, carries 0.227; number 22, S, carries -0.217; number 23, C, carries -0.076; number 24, C, carries -0.263; number 25, C, carries -0.264; number 26, C, carries -0.262; number 27, C, carries -0.227; number 28, C, carries -0.212; number 29, S, carries -0.255; number 30, H, carries 0.200; number 31, H, carries 0.184; number 32, H, carries 0.184; number 33, H, carries 0.199; number 34, Cl, carries -0.018; number 35, C, carries -0.134; number 36, C, carries -0.115; number 37, Cl, carries -0.020; number 38, C, carries -0.151; number 39, Cl, carries -0.028; number 40, C, carries 0.334; number 41, O, carries -0.728; number 42, C, carries 0.228; number 43, O, carries -0.710; number 44, C, carries -0.076; number 45, Cl, carries -0.024; number 46, I, carries 0.138; number 47, C, carries 0.115; number 48, C, carries -0.274; number 49, C, carries -0.167; number 50, C, carries -0.271; number 51, C, carries 0.057; number 52, N, carries -0.439; number 53, H, carries 0.223; number 54, H, carries 0.204; number 55, H, carries 0.208; number 56, H, carries 0.206

# C17H28BN3O7

A cluster of 2 separate species, C17H28BN3O7 in total in a non-equilibrium geometry (ωB97M-V/def2-TZVPD, OMol25).

XYZ file:
```
56
C17H28BN3O7, DFT ωB97M-V/def2-TZVPD
C -5.087 1.693 -0.344
C -4.387 1.337 -1.574
C -2.956 0.577 -1.444
C -1.850 1.689 -1.089
C -0.930 2.316 -2.238
O -0.330 1.457 -3.242
N -1.233 1.106 -4.189
O -0.695 0.350 -4.945
N 0.097 3.059 -1.417
C -0.087 2.898 0.049
O 0.267 3.632 0.988
C -0.830 1.451 0.130
C 0.236 0.266 -0.011
C 1.584 0.469 0.824
C 1.433 0.313 2.406
O 0.751 -0.898 2.821
C 0.677 -0.987 4.235
C -0.519 -1.794 4.960
O 1.539 -0.484 5.005
B -1.747 1.543 1.487
O -2.504 2.760 1.739
O -1.841 0.521 2.496
C -2.524 -0.662 2.028
H -4.697 2.600 0.227
H -5.954 1.050 0.017
H -4.818 1.626 -2.603
H -2.781 0.035 -2.432
H -3.111 -0.213 -0.642
H -2.513 2.595 -0.815
H -1.393 3.187 -2.835
H -0.136 4.063 -1.519
H 0.547 0.244 -1.124
H -0.163 -0.773 0.219
H 2.129 1.449 0.633
H 2.299 -0.373 0.485
H 2.505 0.313 2.833
H 0.916 1.246 2.848
H -0.325 -1.841 6.087
H -1.504 -1.243 4.822
H -0.505 -2.856 4.550
H -2.415 3.009 2.688
H -2.406 -1.489 2.823
H -3.660 -0.526 1.905
H -2.107 -1.093 1.059
C 4.194 -1.453 -2.694
C 4.990 -2.751 -2.666
C 4.117 -3.977 -2.378
C 3.460 -3.840 -1.026
N 2.945 -3.733 0.034
H 3.731 -1.248 -1.726
H 4.849 -0.610 -2.927
H 3.406 -1.489 -3.452
H 5.775 -2.672 -1.908
H 5.488 -2.882 -3.631
H 4.729 -4.882 -2.383
H 3.344 -4.087 -3.143
```

Results
**E**: -37554.6429 eV
**HOMO energy**: -7.71 eV
**Gap between HOMO and LUMO**: 6.99 eV

Table of natural (NBO) atomic charges, one value per atom, all in e: number 1, C, carries -0.479; number 2, C, carries -0.152; number 3, C, carries -0.471; number 4, C, carries -0.230; number 5, C, carries 0.220; number 6, O, carries -0.367; number 7, N, carries 0.356; number 8, O, carries -0.282; number 9, N, carries -0.654; number 10, C, carries 0.750; number 11, O, carries -0.558; number 12, C, carries -0.562; number 13, C, carries -0.413; number 14, C, carries -0.424; number 15, C, carries -0.084; number 16, O, carries -0.535; number 17, C, carries 0.805; number 18, C, carries -0.718; number 19, O, carries -0.594; number 20, B, carries 1.311; number 21, O, carries -0.948; number 22, O, carries -0.779; number 23, C, carries -0.266; number 24, H, carries 0.229; number 25, H, carries 0.219; number 26, H, carries 0.214; number 27, H, carries 0.237; number 28, H, carries 0.235; number 29, H, carries 0.245; number 30, H, carries 0.196; number 31, H, carries 0.392; number 32, H, carries 0.224; number 33, H, carries 0.236; number 34, H, carries 0.229; number 35, H, carries 0.225; number 36, H, carries 0.211; number 37, H, carries 0.191; number 38, H, carries 0.248; number 39, H, carries 0.237; number 40, H, carries 0.236; number 41, H, carries 0.508; number 42, H, carries 0.201; number 43, H, carries 0.182; number 44, H, carries 0.178; number 45, C, carries -0.613; number 46, C, carries -0.384; number 47, C, carries -0.499; number 48, C, carries 0.288; number 49, N, carries -0.343; number 50, H, carries 0.214; number 51, H, carries 0.219; number 52, H, carries 0.206; number 53, H, carries 0.210; number 54, H, carries 0.210; number 55, H, carries 0.249; number 56, H, carries 0.243

# C5H10O2

A structure of composition C5H10O2 (ωB97M-V/def2-TZVPD, OMol25).

XYZ file:
```
17
C5H10O2, DFT ωB97M-V/def2-TZVPD
C -2.190 -0.400 0.684
C -1.922 0.566 -0.440
O -1.721 1.752 -0.277
C 0.554 -0.333 -0.594
C 1.875 0.409 -0.672
C 2.057 -0.132 0.756
O 0.849 -0.909 0.679
H -3.230 -0.206 0.956
H -2.084 -1.449 0.390
H -1.547 -0.200 1.545
H -1.960 0.126 -1.462
H -0.175 0.454 -0.499
H 0.259 -1.075 -1.349
H 2.573 0.059 -1.429
H 1.740 1.492 -0.755
H 1.996 0.620 1.552
H 2.926 -0.774 0.917
```

Results
**E**: -9439.6388 eV
**Relative energy (zero: lowest compared OMol25 entry of this formula, charge and spin)**: 3.404 eV
**HOMO energy**: -9.61 eV
**Gap between HOMO and LUMO**: 10.59 eV

Table of natural (NBO) atomic charges, one value per atom, all in e: number 1, C, carries -0.729; number 2, C, carries 0.421; number 3, O, carries -0.557; number 4, C, carries -0.062; number 5, C, carries -0.455; number 6, C, carries -0.053; number 7, O, carries -0.539; number 8, H, carries 0.244; number 9, H, carries 0.225; number 10, H, carries 0.252; number 11, H, carries 0.114; number 12, H, carries 0.189; number 13, H, carries 0.174; number 14, H, carries 0.211; number 15, H, carries 0.213; number 16, H, carries 0.174; number 17, H, carries 0.177